No. 1
{
  "formula": "C4H12N4",
  "method": "the ωB97M-V functional and the def2-TZVPD basis",
  "e_lumo_ev": 0.73,
  "e_homo_ev": -7.914,
  "homo_lumo_gap_ha": 0.318,
  "fmax_ev_per_a": 8.9,
  "species": ["C", "C", "C", "C", "H", "H", "H", "H", "H", "H", "H", "H", "H", "H", "H", "H", "N", "N", "N", "N"],
  "positions_angstrom": [[-1.381933, -1.433904, -1.045619], [-0.339742, -0.945677, 0.108636], [-0.943343, -0.603900, 1.491688], [0.342363, 0.251332, -0.164353], [-2.260844, -2.216370, -0.431690], [-2.033340, -0.525439, -1.040757], [-0.851027, -2.088602, -1.929043], [0.585303, -1.632396, 0.055726], [0.073787, -0.325965, 2.133314], [-1.747563, 0.256738, 1.878088], [-1.402252, -1.523499, 1.642338], [1.832466, 1.580448, -0.462178], [3.574156, -0.294792, 0.701057], [2.858717, -0.675560, -1.061829], [-1.902985, 2.263465, -0.574135], [-1.998267, 1.422666, 1.108084], [1.650656, 0.676237, 0.053285], [2.765410, -0.492978, -0.052451], [-0.247972, 1.457587, -0.349387], [-1.709839, 1.238040, -0.274460]],
  "forces_ev_per_angstrom": [[-1.1, -2.4, 2.8], [0.4, -2.3, -1.7], [2.4, 1.4, 2.7], [0.3, 8.7, -1.7], [3.0, 1.8, -1.8], [0.6, -0.9, -1.9], [-1.7, 2.3, 2.1], [-1.8, -0.1, 1.4], [-2.9, -1.3, -1.0], [2.2, -2.4, -1.8], [-0.8, -1.7, 1.9], [0.0, -1.6, 0.8], [-2.4, -0.4, -3.3], [1.2, 0.4, 1.1], [-0.7, -2.2, 0.4], [0.8, -0.2, -4.9], [3.8, -3.7, -0.2], [-1.6, 2.8, 1.8], [-1.8, -3.9, 0.0], [0.1, 5.5, 3.3]]
}

***

No. 2
{
  "formula": "C36H80INO3",
  "method": "the ωB97M-V functional and the def2-TZVPD basis",
  "e_lumo_ev": 0.08,
  "smiles": "CCCN[C@H]1OC(=O)O[C@@H]1I.CCCCCC.CCCCCC.CCCCCC.CCCCCC.CCCCCC",
  "e_homo_ev": -9.477,
  "homo_lumo_gap_ha": 0.351,
  "fmax_ev_per_a": 6.6,
  "species": ["C", "C", "C", "N", "C", "O", "C", "O", "O", "C", "I", "H", "H", "H", "H", "H", "H", "H", "H", "H", "H", "C", "C", "C", "C", "C", "C", "H", "H", "H", "H", "H", "H", "H", "H", "H", "H", "H", "H", "H", "H", "C", "C", "C", "C", "C", "C", "H", "H", "H", "H", "H", "H", "H", "H", "H", "H", "H", "H", "H", "H", "C", "C", "C", "C", "C", "C", "H", "H", "H", "H", "H", "H", "H", "H", "H", "H", "H", "H", "H", "H", "C", "C", "C", "C", "C", "C", "H", "H", "H", "H", "H", "H", "H", "H", "H", "H", "H", "H", "H", "H", "C", "C", "C", "C", "C", "C", "H", "H", "H", "H", "H", "H", "H", "H", "H", "H", "H", "H", "H", "H"],
  "positions_angstrom": [[2.580944, -1.290377, 1.641714], [2.629391, 0.048719, 0.903448], [2.906238, -0.106138, -0.596703], [3.770557, 0.904017, -1.210102], [3.254817, 2.255581, -1.152318], [1.899062, 2.429810, -0.807072], [1.876686, 3.129890, 0.345912], [0.971822, 3.522516, 0.883275], [3.166932, 3.335191, 0.799961], [3.981622, 3.310876, -0.353061], [3.890638, 5.249349, -1.300666], [3.559274, -1.746858, 1.668735], [1.845273, -1.922692, 1.164140], [2.227259, -1.089469, 2.643971], [1.641086, 0.482705, 1.019099], [3.324852, 0.710853, 1.406482], [3.417947, -1.053561, -0.722674], [1.984626, -0.190990, -1.155816], [4.723626, 0.843366, -0.881411], [3.326865, 2.611560, -2.183054], [5.018671, 3.105281, -0.196323], [-3.568204, -1.013412, -1.736958], [-2.319872, -0.177443, -2.003032], [-1.673694, 0.364579, -0.728468], [-2.553199, 1.314177, 0.087251], [-3.044957, 2.548983, -0.667779], [-1.909187, 3.450476, -1.141321], [-4.348840, -0.428860, -1.248022], [-3.981499, -1.394477, -2.672375], [-3.333670, -1.869028, -1.100007], [-2.566323, 0.644553, -2.681421], [-1.587252, -0.796387, -2.528787], [-0.736579, 0.865840, -0.990889], [-1.391498, -0.479334, -0.088658], [-1.986233, 1.639293, 0.964244], [-3.418805, 0.768604, 0.475112], [-3.698348, 3.122674, -0.004741], [-3.661970, 2.255319, -1.522825], [-1.311372, 3.792440, -0.295911], [-2.303626, 4.329359, -1.655342], [-1.248623, 2.931239, -1.838718], [4.226294, -0.682419, -4.396846], [2.862424, -1.360602, -4.322564], [2.915513, -2.763690, -3.719063], [3.752772, -3.773290, -4.506335], [3.319525, -3.974826, -5.957821], [1.903453, -4.526988, -6.094509], [4.921141, -1.234907, -5.031973], [4.129751, 0.322158, -4.811734], [4.665222, -0.594685, -3.401898], [2.413755, -1.394193, -5.319205], [2.197441, -0.744791, -3.710083], [1.894766, -3.140254, -3.606946], [3.320990, -2.696535, -2.703672], [3.712349, -4.736300, -3.987304], [4.802937, -3.468634, -4.490060], [4.015428, -4.671481, -6.432731], [3.402343, -3.036745, -6.513220], [1.812743, -5.489991, -5.587762], [1.648534, -4.674569, -7.144935], [1.162438, -3.848002, -5.670090], [-5.050986, 0.589028, -7.292036], [-4.371427, 1.932620, -7.539681], [-3.452351, 2.364800, -6.397691], [-4.151369, 2.578787, -5.054181], [-5.281591, 3.606799, -5.070331], [-4.813090, 5.012667, -5.434654], [-5.689841, 0.616247, -6.408113], [-5.678181, 0.313681, -8.141285], [-4.309451, -0.200301, -7.151891], [-5.129578, 2.698271, -7.725671], [-3.777866, 1.863868, -8.455146], [-2.929373, 3.279531, -6.690153], [-2.673463, 1.606727, -6.264432], [-3.400394, 2.888838, -4.319182], [-4.547483, 1.625015, -4.692654], [-5.736870, 3.635659, -4.076643], [-6.071757, 3.293544, -5.758182], [-4.057939, 5.364025, -4.728327], [-5.648324, 5.714188, -5.410563], [-4.384185, 5.048480, -6.437187], [-0.673683, 2.024577, 3.870698], [-1.104912, 0.656110, 4.388382], [-2.619915, 0.507060, 4.518272], [-3.276030, 1.466562, 5.512047], [-2.733797, 1.381281, 6.938442], [-2.950261, 0.016646, 7.586407], [-0.978576, 2.829448, 4.541073], [0.412615, 2.070969, 3.775351], [-1.104369, 2.218238, 2.887333], [-0.620955, 0.458446, 5.348231], [-0.738549, -0.111055, 3.699363], [-2.852448, -0.525405, 4.795087], [-3.076617, 0.661170, 3.534791], [-4.352140, 1.266175, 5.528534], [-3.168762, 2.494088, 5.153816], [-3.233776, 2.141305, 7.544812], [-1.669183, 1.630350, 6.956139], [-4.013331, -0.230147, 7.623880], [-2.567593, 0.011304, 8.608280], [-2.436173, -0.775748, 7.039894], [4.181528, -5.342202, 6.638857], [3.538231, -4.411431, 5.615152], [3.932263, -2.946135, 5.797557], [3.511912, -2.325864, 7.131706], [2.012317, -2.379544, 7.421697], [1.175980, -1.608798, 6.405244], [3.880743, -5.092321, 7.657235], [3.887692, -6.376647, 6.454947], [5.270648, -5.287061, 6.582403], [2.450759, -4.518296, 5.654828], [3.838461, -4.728693, 4.612890], [3.514486, -2.362024, 4.972293], [5.019643, -2.858111, 5.703590], [3.838483, -1.281123, 7.145279], [4.047657, -2.817162, 7.948616], [1.836265, -1.957859, 8.414843], [1.669737, -3.416907, 7.467133], [1.470087, -0.557106, 6.379623], [0.116674, -1.655995, 6.663736], [1.286156, -2.018051, 5.399400]],
  "forces_ev_per_angstrom": [[-0.2, 0.9, -0.2], [-0.7, -0.4, 0.0], [0.9, -0.2, 0.6], [-0.9, -0.2, 0.8], [1.0, 0.8, -3.8], [0.4, -0.5, 0.4], [4.7, -1.8, -2.0], [-5.5, 2.0, 3.1], [0.7, 0.4, -0.1], [-1.1, -0.3, 0.7], [0.1, 0.0, 0.0], [0.2, -0.4, 0.0], [0.0, -0.5, -0.1], [0.1, -0.2, 0.4], [-0.2, 0.4, 0.1], [0.3, 0.2, -0.1], [0.2, -0.3, -0.2], [-0.3, 0.1, -0.2], [0.0, 0.0, 0.2], [-0.3, 0.0, -0.2], [0.4, -0.1, 0.6], [0.0, 0.1, -0.1], [0.0, -0.1, 0.1], [0.1, 0.0, 0.0], [-0.1, 0.0, 0.0], [0.1, 0.0, 0.0], [-0.1, 0.0, -0.1], [0.0, 0.0, 0.0], [0.0, 0.0, 0.0], [0.0, 0.0, 0.0], [0.0, 0.0, 0.0], [0.0, 0.0, 0.0], [0.0, 0.0, 0.0], [0.0, 0.0, 0.0], [0.0, 0.0, 0.0], [0.0, 0.0, 0.0], [0.0, 0.0, 0.0], [0.0, 0.0, 0.0], [0.1, 0.0, 0.0], [0.0, 0.0, 0.0], [0.0, 0.0, 0.0], [-0.1, 0.0, -0.1], [0.1, 0.0, 0.1], [-0.1, 0.0, 0.0], [0.0, 0.0, 0.0], [-0.1, -0.1, 0.0], [0.1, 0.1, -0.1], [0.0, 0.0, 0.0], [0.1, 0.0, 0.0], [0.0, 0.0, 0.0], [0.0, 0.0, 0.0], [0.0, 0.0, 0.0], [0.0, 0.0, 0.0], [0.0, 0.0, 0.0], [0.0, 0.0, 0.0], [0.0, 0.0, 0.0], [0.0, 0.0, 0.0], [0.0, 0.0, 0.0], [0.0, 0.0, 0.0], [0.0, 0.0, 0.0], [0.0, 0.0, 0.0], [0.0, 0.1, -0.1], [0.0, -0.1, 0.0], [0.0, 0.0, 0.0], [0.0, -0.1, 0.0], [0.1, 0.1, 0.1], [-0.1, 0.0, 0.0], [0.0, 0.0, 0.0], [0.0, 0.0, 0.0], [0.0, 0.0, 0.0], [0.0, 0.0, 0.0], [0.0, 0.0, 0.0], [0.0, 0.0, 0.0], [0.0, 0.0, 0.0], [0.0, 0.0, 0.0], [0.0, 0.0, 0.0], [0.0, 0.0, 0.0], [0.0, 0.0, 0.0], [0.0, 0.0, 0.0], [0.0, 0.0, 0.0], [0.0, 0.0, 0.0], [0.1, -0.1, 0.1], [0.0, 0.1, -0.1], [0.0, -0.1, 0.0], [0.0, 0.0, 0.0], [-0.1, -0.1, 0.0], [0.1, 0.1, 0.0], [0.0, 0.0, 0.0], [0.0, 0.1, 0.0], [0.0, 0.1, 0.0], [0.0, 0.0, 0.0], [0.0, 0.0, 0.0], [0.0, 0.0, 0.0], [0.0, 0.0, 0.0], [0.0, 0.0, 0.0], [0.0, 0.0, 0.0], [0.0, 0.0, 0.0], [0.0, 0.0, 0.0], [0.0, 0.0, 0.0], [0.0, 0.0, 0.0], [0.0, 0.0, 0.0], [-0.1, 0.0, -0.1], [0.1, 0.0, 0.0], [0.0, 0.0, 0.0], [0.0, -0.1, 0.0], [0.0, 0.1, 0.0], [0.0, -0.1, 0.1], [0.0, 0.0, 0.0], [0.0, 0.0, 0.0], [0.0, 0.0, 0.0], [0.0, 0.0, 0.0], [0.0, 0.0, 0.0], [0.0, 0.0, 0.0], [0.0, 0.0, 0.0], [0.0, 0.0, 0.0], [0.0, 0.0, 0.0], [0.0, 0.0, 0.0], [0.0, 0.0, 0.0], [0.0, 0.0, 0.0], [0.0, 0.0, 0.0], [0.0, 0.0, 0.0]]
}

***

No. 3
{
  "formula": "C6H20BO2Rb3",
  "method": "the ωB97M-V functional and the def2-TZVPD basis",
  "e_lumo_ev": [-2.90, -2.89],
  "e_homo_ev": [-6.080, -12.784],
  "multiplicity": 2,
  "homo_lumo_gap_ha": [0.117, 0.364],
  "s_squared": 0.750,
  "total_charge": 1,
  "fmax_ev_per_a": 4.2,
  "species": ["Rb", "Rb", "Rb", "B", "H", "H", "H", "H", "C", "C", "C", "O", "H", "H", "H", "H", "H", "H", "H", "H", "C", "C", "C", "O", "H", "H", "H", "H", "H", "H", "H", "H"],
  "positions_angstrom": [[-1.178169, 0.865000, -3.638687], [0.517103, 4.464172, -2.117296], [-2.701260, 3.391941, 1.313904], [-0.962089, 2.000789, -0.958477], [-0.508548, 1.797331, -0.000802], [-1.322076, 3.017281, -0.921310], [-0.217997, 1.872616, -1.729292], [-1.768997, 1.292229, -1.063796], [1.838473, -1.946799, -2.624500], [1.568180, -1.162319, -1.313145], [2.571560, 0.019164, -1.105469], [0.273284, -0.647976, -1.551928], [1.662821, -1.561033, -3.628700], [1.289623, -2.881233, -2.507443], [2.888257, -2.236081, -2.673148], [1.300323, -1.782938, -0.458051], [3.563700, -0.288946, -0.775560], [2.201937, 0.872895, -0.537475], [2.749928, 0.392011, -2.114073], [0.286138, 0.215961, -1.133534], [-2.146929, -1.499551, 2.077879], [-1.451385, -0.275356, 2.713560], [0.027247, -0.547437, 2.986019], [-1.730202, 0.825793, 1.997865], [-1.751506, -1.560183, 1.063941], [-3.223993, -1.407123, 1.938312], [-1.827961, -2.415531, 2.575226], [-1.928913, -0.112093, 3.679690], [0.315213, 0.309485, 3.595001], [0.695926, -0.482181, 2.127703], [0.223653, -1.414381, 3.616834], [-1.253343, 0.884493, 1.166753]],
  "forces_ev_per_angstrom": [[-0.2, -0.6, -0.8], [0.3, 0.4, -0.1], [-0.1, -0.1, 0.1], [-0.2, 0.1, 0.4], [2.1, -0.7, 3.6], [-1.4, 3.7, -0.1], [2.8, -0.1, -2.4], [-3.2, -2.5, -0.6], [1.2, -1.5, 1.4], [-0.1, 0.7, -1.4], [-0.2, -0.9, -0.9], [-1.1, 1.5, -0.4], [-0.6, 0.9, 0.5], [-0.1, -0.1, -0.4], [0.2, -0.2, 0.2], [1.6, -0.6, 0.2], [-0.2, -0.1, 0.4], [-0.1, -0.3, 0.4], [0.0, 0.2, -0.2], [-0.6, 0.2, 0.2], [0.9, 0.2, -0.5], [-0.6, -3.8, 1.4], [0.0, 1.5, 0.6], [-0.5, 3.2, -1.1], [0.2, -0.2, -0.3], [0.0, 0.0, 0.5], [-0.4, 0.0, 0.1], [0.1, 0.0, 0.2], [0.4, 0.1, 0.2], [-0.2, -0.5, -0.3], [-0.2, -0.2, -0.4], [0.3, -0.4, -0.4]]
}

***

No. 4
{
  "formula": "C12H16O2P",
  "method": "the ωB97M-V functional and the def2-TZVPD basis",
  "e_lumo_ev": [-5.95, -4.65],
  "e_homo_ev": [-13.201, -12.387],
  "homo_lumo_gap_ha": [0.266, 0.284],
  "total_charge": 1,
  "fmax_ev_per_a": 3.5,
  "species": ["C", "C", "C", "C", "C", "C", "C", "C", "C", "C", "C", "C", "O", "O", "P", "H", "H", "H", "H", "H", "H", "H", "H", "H", "H", "H", "H", "H", "H", "H", "H"],
  "positions_angstrom": [[4.388484, -0.205257, 0.431932], [3.803438, 0.465012, -0.692314], [3.464854, -0.861999, 1.285877], [2.480944, 0.443589, -0.924161], [2.140630, -0.924503, 1.035531], [1.607693, -0.306396, -0.103337], [-2.047040, -1.129241, -1.517701], [-0.927749, -0.472494, -1.948945], [-2.185325, -1.195967, 0.005343], [-3.191561, -0.065068, 0.452143], [-2.517256, -2.711638, 0.323251], [-0.334900, 3.726489, 0.429083], [-0.900039, -0.886806, 0.600071], [-1.069672, 2.605024, 0.668586], [-0.141999, 0.042731, -0.361898], [5.425093, -0.258111, 0.670670], [4.212094, 1.128862, -1.405480], [3.691852, -1.234047, 2.284758], [2.265738, 1.241725, -1.627257], [1.536011, -1.517097, 1.644267], [-2.679754, -1.774058, -2.135161], [-0.474573, -0.183603, -2.845278], [-2.843986, 0.875376, 0.095599], [-3.306006, 0.149752, 1.441306], [-4.169329, -0.194382, 0.051332], [-2.999790, -2.937934, 1.228005], [-1.479682, -3.147323, 0.342356], [-3.027600, -3.058559, -0.560134], [-1.089813, 4.607914, 0.662554], [-0.148215, 4.064664, -0.562240], [0.517451, 3.713350, 1.031250]],
  "forces_ev_per_angstrom": [[-2.4, -0.1, -0.6], [1.8, -1.1, 1.7], [2.0, 0.6, 0.5], [-1.5, 0.2, 0.7], [-1.2, 0.5, -2.0], [-0.4, 1.4, -0.8], [2.4, 0.5, -0.4], [-1.3, -0.5, 3.2], [-2.6, -0.7, 0.5], [0.9, -1.2, -2.4], [2.7, 1.5, -1.3], [-2.7, 1.1, 0.9], [-1.2, -0.5, 0.8], [-0.1, -0.4, -1.0], [2.0, 0.4, -1.4], [0.6, 0.4, -0.1], [1.9, 0.3, -0.1], [0.8, -0.2, -0.5], [-1.3, -0.6, -0.3], [-1.1, -0.6, 1.1], [-0.1, 0.7, 0.1], [0.1, 0.0, -1.5], [0.5, 0.8, -0.8], [0.0, -0.4, 3.2], [-0.7, -0.4, -0.5], [-0.8, 0.0, 1.1], [-1.1, -0.1, -0.1], [-0.4, -0.6, 0.2], [1.2, -1.3, 0.4], [0.2, -0.5, -1.5], [1.5, 0.7, 1.0]]
}

***

No. 5
{
  "formula": "C3H5N4S",
  "method": "the ωB97M-V functional and the def2-TZVPD basis",
  "e_lumo_ev": 3.34,
  "e_homo_ev": -4.552,
  "homo_lumo_gap_ha": 0.290,
  "total_charge": -1,
  "fmax_ev_per_a": 3.8,
  "species": ["C", "C", "C", "N", "N", "N", "N", "S", "H", "H", "H", "H", "H"],
  "positions_angstrom": [[-1.446646, -0.386457, -0.062223], [1.633803, 0.382303, 0.528874], [1.290187, -0.658803, -0.554833], [-2.533485, -0.476013, 0.687380], [-1.319337, 0.767612, -0.713022], [-3.159279, 0.641587, 0.428191], [-2.438435, 1.366612, -0.395292], [0.054351, -1.856319, 0.197552], [1.529885, 1.317778, 0.049265], [0.860996, 0.249363, 1.364731], [2.676178, 0.255046, 0.813961], [2.218082, -1.199410, -0.890620], [0.633697, -0.403301, -1.453970]],
  "forces_ev_per_angstrom": [[2.6, -2.6, 1.2], [-1.2, -1.1, -0.1], [-0.8, -1.6, -0.4], [0.7, -1.3, -0.1], [0.9, -1.5, -0.1], [-0.7, 1.1, -0.2], [-1.3, 1.6, -0.1], [-1.9, 2.6, -1.1], [-0.2, 1.4, -0.1], [1.5, 0.6, -1.0], [-0.1, 0.0, 0.5], [-1.1, 0.3, 0.2], [1.6, 0.6, 1.2]]
}